[1]
ORCA calculation (wB97M-V/def2-TZVPD) on C41H55Ge2N9O3S2Ti as an isolated structure at a distorted geometry.

Geometry (Å):
Ge  -2.11  1.30  -0.56
Ge  -3.94  2.42  0.91
Ti  -0.23  -0.31  0.20
S  2.75  -2.03  0.53
S  0.17  3.45  0.87
O  3.41  -2.65  1.66
O  3.18  -0.66  0.26
O  1.12  0.58  1.54
N  1.71  -0.69  3.29
N  -1.23  0.12  3.83
N  2.13  4.50  -0.64
N  1.16  -1.99  0.66
N  1.45  1.07  -0.95
N  -1.47  -1.86  0.77
N  3.08  4.14  -1.54
N  1.91  2.38  -0.93
N  -1.39  0.57  2.47
C  -3.11  -4.14  0.93
C  2.33  -0.84  4.58
C  -2.98  0.05  -3.10
C  -1.70  -4.29  0.91
C  -0.44  -0.89  -1.62
C  2.35  -2.83  -2.06
C  -3.72  -0.77  -3.92
C  0.32  -5.59  0.90
C  1.37  3.44  -0.24
C  -0.22  3.86  -3.42
C  -0.80  5.10  -3.22
C  -4.92  -1.30  -3.46
C  3.86  -0.70  4.53
C  -0.92  -3.10  0.84
C  -5.38  -0.95  -2.21
C  3.21  -2.88  -0.98
C  2.81  -3.20  -3.31
C  1.10  -4.44  0.81
C  4.96  -3.70  -2.39
C  4.51  -3.33  -1.13
C  4.66  -3.91  -4.86
C  4.12  -3.61  -3.49
C  -5.54  3.41  0.19
C  -2.22  4.13  -1.54
C  2.94  2.86  -1.69
C  -4.96  1.16  2.15
C  -3.64  -2.87  0.88
C  -4.64  -0.10  -1.41
C  1.64  0.48  2.65
C  3.67  1.69  3.63
C  -1.81  5.23  -2.27
C  3.74  1.95  -2.55
C  -0.65  2.77  -2.68
C  -3.40  0.39  -1.82
C  -2.80  -1.77  0.80
C  -1.65  2.88  -1.72
C  4.32  0.32  3.49
C  -1.05  -5.53  0.95
C  0.50  -3.19  0.79
C  2.15  1.70  3.37
C  -3.18  3.77  2.20
H  -5.30  1.74  3.01
H  -2.03  0.45  -3.45
H  1.88  2.57  2.77
H  -6.32  -1.34  -1.85
H  -5.25  4.30  -0.35
H  2.14  -3.14  -4.16
H  4.21  -0.41  5.52
H  1.49  -1.51  2.75
H  2.18  -4.52  0.78
H  0.82  -6.55  0.91
H  1.91  -0.09  5.26
H  -5.03  0.19  -0.45
H  -3.36  -1.03  -4.90
H  -6.13  2.78  -0.46
H  -3.81  3.86  3.08
H  5.23  -4.84  -4.85
H  3.15  1.61  -3.40
H  5.15  -3.38  -0.26
H  2.12  0.45  -0.46
H  -0.48  5.95  -3.80
H  3.86  -3.98  -5.59
H  -2.17  3.54  2.52
H  -5.85  0.81  1.64
H  5.41  0.44  3.59
H  1.33  -2.48  -1.90
H  0.19  -0.78  -2.51
H  5.98  -4.02  -2.52
H  -3.73  -5.02  0.97
H  1.96  5.47  -0.43
H  -6.15  3.71  1.04
H  -1.33  -1.48  -1.88
H  -2.37  0.79  2.27
H  -2.27  6.19  -2.11
H  -3.22  -0.78  0.74
H  5.34  -3.12  -5.17
H  -1.61  -0.83  3.89
H  4.14  -0.08  2.49
H  4.30  -1.66  4.27
H  -4.71  -2.72  0.89
H  -2.99  4.25  -0.80
H  3.86  2.08  4.63
H  -5.49  -1.98  -4.08
H  -1.64  -6.43  1.01
H  -1.77  0.71  4.46
H  1.60  1.76  4.31
H  -0.87  1.44  2.38
H  2.06  -1.83  4.97
H  0.57  3.75  -4.15
H  4.61  2.48  -2.93
H  4.04  1.08  -1.96
H  -0.19  1.80  -2.84
H  4.15  2.36  2.92
H  -4.43  0.29  2.52
H  -3.13  4.74  1.72
H  1.39  0.76  -1.92

Its energy above the lowest of the compared OMol25 structures with the same formula, charge and spin is 1.551 eV. The HOMO energy (alpha / beta) comes out at -6.63 / -6.44 eV. The calculation puts the LUMO energy (alpha / beta) at -0.50 / -0.50 eV. As for the total energy: -220779.6379 eV. The calculation puts the largest force on an atom at 2.09 eV/A.

Mulliken population analysis, charges in e, atoms 1 to 6: number 1, Ge, carries 0.529; number 2, Ge, carries 1.507; number 3, Ti, carries 0.424; number 4, S, carries 1.139; number 5, S, carries -0.449; number 6, O, carries -0.629

***

[2]
ORCA calculation (wB97M-V/def2-TZVPD) on an isolated ion of composition C14H29N4O3S and charge +1 at a distorted geometry.

Geometry (Å):
S  0.05  2.63  3.29
O  1.79  -2.55  2.04
O  -0.47  -0.79  0.71
O  0.65  2.24  -2.82
N  -0.49  -3.47  0.67
N  -1.54  2.19  -3.31
N  1.55  -0.35  2.55
N  0.53  0.32  -0.97
C  -1.57  3.47  -4.07
C  -0.51  -4.06  -0.71
C  0.49  -0.16  0.28
C  0.08  -3.03  -1.68
C  -1.16  3.99  3.23
C  -1.03  -2.12  -2.27
C  1.24  -2.00  4.28
C  1.86  1.73  1.25
C  1.69  0.20  1.18
C  -0.51  -0.82  -2.90
C  1.58  -1.66  2.85
C  0.61  2.61  1.56
C  -0.55  0.40  -1.97
C  -0.44  1.68  -2.77
H  1.26  -3.09  4.38
H  0.53  -0.94  -3.26
H  -0.19  2.31  0.89
H  0.90  -2.45  -1.24
H  -1.74  -1.88  -1.51
H  0.25  -1.59  4.49
H  0.59  -3.59  -2.48
H  -1.71  4.00  4.18
H  2.58  -0.16  0.69
H  1.37  0.85  -1.24
H  1.93  -1.57  5.00
H  -1.50  0.42  -1.39
H  2.32  2.09  0.34
H  -1.91  4.27  -3.40
H  2.65  1.88  2.04
H  -1.52  -4.31  -1.05
H  -0.96  -2.54  0.73
H  0.79  3.64  1.29
H  -2.42  1.68  -3.21
H  -1.21  -0.63  -3.70
H  0.12  -4.93  -0.72
H  -2.25  3.37  -4.96
H  0.44  -3.32  1.07
H  -0.93  -4.10  1.31
H  -1.52  -2.68  -3.08
H  -0.60  3.69  -4.46
H  1.33  0.29  3.31
H  -1.84  3.91  2.37
H  -0.59  4.94  3.19

Its energy above the lowest of the compared OMol25 structures with the same formula, charge and spin is 0.000 eV. The HOMO energy comes out at -11.09 eV. As for the total charge: +1. The calculation puts the LUMO energy at -2.19 eV. As for the total energy: -37923.0861 eV. The calculation puts the largest force on an atom at 1.84 eV/A.

natural (NBO) population analysis, charges in e, atoms 1 to 6: number 1, S, carries 0.154; number 2, O, carries -0.705; number 3, O, carries -0.714; number 4, O, carries -0.640; number 5, N, carries -0.706; number 6, N, carries -0.597

***

[3]
ORCA calculation (wB97M-V/def2-TZVPD) on one molecule with the formula C22H17N7O3 at a distorted geometry.

Geometry (Å):
O  0.30  0.19  -2.87
O  4.58  8.01  -2.20
O  4.77  5.89  -2.86
N  -0.38  -0.97  -0.94
N  -2.43  -5.13  1.70
N  -1.43  -3.01  -0.43
N  1.90  5.45  1.17
N  -3.35  -6.18  0.06
N  -3.64  -6.88  1.17
N  2.44  6.68  1.13
C  4.34  6.71  -2.09
C  3.45  6.24  -1.00
C  1.53  3.19  0.23
C  3.21  7.09  0.08
C  -2.24  -4.46  -2.08
C  -3.13  -6.23  2.16
C  0.58  1.11  -0.73
C  0.17  0.08  -1.66
C  -2.77  -3.12  3.07
C  0.30  0.67  0.55
C  1.19  2.39  -0.87
C  2.89  4.96  -0.95
C  -0.98  -2.15  -1.38
C  -0.28  -0.70  0.50
C  0.58  1.47  1.71
C  -2.07  -4.18  -0.72
C  -1.15  -2.46  -2.73
C  -1.77  -3.65  -3.09
C  -2.57  -5.13  0.33
C  -1.75  -4.13  2.51
C  2.09  4.57  0.13
C  1.21  2.70  1.52
H  1.48  3.32  2.38
H  -2.28  -2.29  3.61
H  -3.46  -3.63  3.75
H  3.09  4.25  -1.75
H  3.62  8.09  0.09
H  5.18  8.09  -2.97
H  -3.17  -6.51  3.18
H  -3.34  -2.68  2.27
H  -1.23  -4.58  3.36
H  0.41  -1.38  0.98
H  1.36  2.66  -1.91
H  -1.85  -3.88  -4.14
H  -0.76  -1.83  -3.52
H  -1.28  -0.74  0.99
H  -2.69  -5.40  -2.34
H  0.34  1.14  2.70
H  -0.98  -3.67  1.91

Its energy above the lowest of the compared OMol25 structures with the same formula, charge and spin is 0.000 eV. The HOMO energy comes out at -8.72 eV. The calculation puts the LUMO energy at -0.68 eV. As for the total energy: -39662.6796 eV. The calculation puts the largest force on an atom at 3.28 eV/A.

natural (NBO) population analysis, charges in e, atoms 1 to 6: number 1, O, carries -0.588; number 2, O, carries -0.660; number 3, O, carries -0.579; number 4, N, carries -0.421; number 5, N, carries -0.345; number 6, N, carries -0.484

***

[4]
ORCA calculation (wB97M-V/def2-TZVPD) on an isolated ion of composition C4H10N3 and charge +1 at a distorted geometry.

Geometry (Å):
N  0.94  -0.16  -0.87
N  -1.33  0.96  2.10
N  0.15  -0.24  0.17
C  2.85  0.05  -2.66
C  1.83  0.10  -1.63
C  -2.08  0.19  1.13
C  -1.17  -1.04  0.84
H  -1.24  0.61  3.05
H  3.46  -0.79  -2.33
H  -0.04  0.58  0.83
H  3.59  0.86  -2.64
H  -2.16  0.82  0.16
H  2.40  -0.07  -3.62
H  -0.78  -1.46  1.75
H  -3.06  -0.19  1.36
H  -1.53  -1.97  0.22
H  -1.84  1.75  2.16

Its energy above the lowest of the compared OMol25 structures with the same formula, charge and spin is 4.931 eV. The HOMO energy comes out at -13.45 eV. As for the total charge: +1. The calculation puts the LUMO energy at -3.73 eV. As for the total energy: -8769.6682 eV. The calculation puts the largest force on an atom at 6.19 eV/A.

natural (NBO) population analysis, charges in e, atoms 1 to 6: number 1, N, carries -0.033; number 2, N, carries -0.829; number 3, N, carries -0.485; number 4, C, carries -0.726; number 5, C, carries 0.504; number 6, C, carries -0.263

***

[5]
ORCA calculation (wB97M-V/def2-TZVPD) on C40H21Cl5F9N3PRh as an isolated structure at a distorted geometry.

Geometry (Å):
Rh  -11.11  -13.00  15.19
Cl  -9.82  -10.91  17.49
Cl  -11.51  -8.39  12.05
Cl  -9.18  -7.84  16.86
Cl  -11.80  -11.47  12.56
Cl  -9.99  -6.60  14.15
P  -9.09  -13.36  14.30
F  -6.31  -18.84  17.24
F  -5.59  -18.88  15.13
F  -4.54  -17.66  16.73
F  -8.54  -15.00  7.91
F  -10.32  -16.24  8.32
F  -10.55  -14.07  7.78
F  -4.26  -8.55  14.06
F  -6.05  -7.55  14.85
F  -4.77  -8.68  16.23
N  -11.68  -14.90  15.34
N  -17.37  -11.36  18.86
N  -12.97  -12.64  16.07
C  -8.14  -14.71  14.97
C  -7.01  -12.05  15.46
C  -11.08  -10.43  13.76
C  -6.10  -9.91  14.72
C  -8.49  -14.02  10.37
C  -12.14  -19.71  15.79
C  -15.22  -12.01  17.54
C  -10.03  -8.80  15.72
C  -15.10  -11.59  16.20
C  -11.76  -18.38  15.91
C  -6.90  -14.97  14.41
C  -10.21  -10.18  15.97
C  -13.29  -20.07  15.06
C  -9.78  -14.98  8.50
C  -8.57  -15.47  16.04
C  -9.34  -13.76  12.60
C  -6.91  -10.02  13.57
C  -16.39  -11.63  18.29
C  -10.68  -14.77  10.83
C  -13.96  -11.92  15.49
C  -7.89  -12.07  14.40
C  -6.59  -16.88  15.87
C  -7.82  -16.58  16.41
C  -13.60  -17.71  14.58
C  -7.78  -11.06  13.44
C  -9.68  -14.58  9.93
C  -14.20  -12.78  18.11
C  -12.49  -17.34  15.35
C  -10.34  -8.24  14.47
C  -6.13  -10.97  15.61
C  -13.97  -19.04  14.43
C  -6.16  -16.04  14.86
C  -10.96  -9.06  13.51
C  -12.08  -15.99  15.44
C  -5.28  -8.71  14.96
C  -10.67  -11.01  14.95
C  -8.32  -13.62  11.67
C  -5.77  -18.07  16.24
C  -10.50  -14.39  12.16
C  -13.08  -13.04  17.37
H  -13.81  -11.58  14.49
H  -14.30  -13.13  19.14
H  -5.50  -11.01  16.50
H  -10.86  -18.17  16.46
H  -5.18  -16.20  14.38
H  -11.63  -15.15  10.50
H  -7.70  -13.94  9.64
H  -8.24  -17.16  17.23
H  -14.15  -16.92  14.10
H  -15.85  -10.97  15.77
H  -8.41  -11.11  12.59
H  -11.38  -14.55  12.81
H  -7.34  -13.21  11.93
H  -6.50  -14.34  13.66
H  -12.22  -13.57  17.78
H  -11.50  -20.41  16.34
H  -7.01  -12.83  16.24
H  -9.49  -15.23  16.57
H  -14.82  -19.25  13.77
H  -6.92  -9.25  12.83
H  -13.63  -21.09  14.93

Its energy above the lowest of the compared OMol25 structures with the same formula, charge and spin is 0.000 eV. The HOMO energy (alpha / beta) comes out at -11.97 / -14.63 eV. As for the spin multiplicity: 5. As for the total charge: +2. As for the expectation value of S²: 6.0509. The calculation puts the LUMO energy (alpha / beta) at -6.20 / -10.23 eV. As for the total energy: -145638.6221 eV. The calculation puts the largest force on an atom at 5.18 eV/A.

Mulliken population analysis, charges in e, atoms 1 to 6: number 1, Rh, carries -0.310; number 2, Cl, carries -0.051; number 3, Cl, carries -0.066; number 4, Cl, carries -0.020; number 5, Cl, carries 0.010; number 6, Cl, carries -0.101

***

[6]
ORCA calculation (wB97M-V/def2-TZVPD) on a 4-piece molecular cluster, CH11N3O3 overall at a distorted geometry.

Geometry (Å):
O  -1.71  1.88  4.59
O  -0.02  0.63  1.48
O  3.50  0.12  -1.40
N  -1.13  -1.74  -2.08
N  -1.36  0.41  -1.26
N  0.64  -0.66  -0.96
C  -0.57  -0.67  -1.40
H  0.66  1.04  2.02
H  -0.98  2.49  4.72
H  0.41  0.07  0.79
H  -2.35  0.34  -1.20
H  -1.26  1.09  4.28
H  -0.49  -2.32  -2.59
H  3.97  -0.64  -1.75
H  -1.96  -1.52  -2.60
H  1.07  -1.56  -0.75
H  2.58  -0.16  -1.20
H  -0.99  1.18  -0.70

Its energy above the lowest of the compared OMol25 structures with the same formula, charge and spin is 0.661 eV. The HOMO energy comes out at -9.53 eV. The calculation puts the LUMO energy at 0.57 eV. As for the total energy: -11828.6932 eV. The calculation puts the largest force on an atom at 1.32 eV/A.

natural (NBO) population analysis, charges in e, atoms 1 to 6: number 1, O, carries -0.933; number 2, O, carries -0.997; number 3, O, carries -0.963; number 4, N, carries -0.824; number 5, N, carries -0.813; number 6, N, carries -0.915

***

Number 6 is which compound?
CH11N3O3

***

What is the formula in the sixth record?
CH11N3O3